--- P ---
Molecular formula: O3S2
Method: DFT, the ωB97M-V functional and the def2-TZVPD basis

Properties
* HOMO level (spin up / spin down): -9.0 / -9.3 eV
* lowest unoccupied orbital energy (spin up / spin down): -1.4464 / -1.2088 eV
* orbital gap (spin up / spin down): 7.599 / 8.113 eV

The geometry in ORCA input format:
```
! RIJCOSX wB97M-V def2-TZVPD def2/J DEFGRID3
* xyz 0 1
O 2.20611 0.72654 0.00491
O -0.01151 -0.79452 -0.12457
O -2.21698 0.72181 0.00294
S 1.63184 -0.66103 0.04987
S -1.63147 -0.61954 0.00689
*
```

--- Q ---
Molecular formula: O3S2
Method: DFT, the ωB97M-V functional and the def2-TZVPD basis

Properties
* HOMO level: -10.8 eV
* lowest unoccupied orbital energy: -2.2148 eV
* structure (SMILES): O=S1(=O)OS1
* orbital gap: 8.596 eV

The geometry in ORCA input format:
```
! RIJCOSX wB97M-V def2-TZVPD def2/J DEFGRID3
* xyz 0 1
O 0.73745 -1.01171 -1.09115
S 0.24481 0.16696 -0.24634
O 0.41158 1.55229 -0.58587
O -1.28616 -0.41256 0.22072
S -0.10768 -0.29498 1.70263
*
```

Stability summary: most stable P, least stable Q.

--- P ---
Molecular formula: C3H10NS
Method: DFT, the ωB97M-V functional and the def2-TZVPD basis

Properties
* HOMO level: -2.3 eV
* lowest unoccupied orbital energy: 3.7702 eV
* orbital gap: 6.056 eV

The geometry in ORCA input format:
```
! RIJCOSX wB97M-V def2-TZVPD def2/J DEFGRID3
* xyz -1 1
C -2.72799 -1.64188 0.22666
S -2.28327 -0.69323 -1.30417
H -3.75340 -1.41567 0.65864
H -1.86000 -1.51750 0.86076
H -2.81877 -2.85830 0.13894
C 2.36639 1.25377 -0.58988
N 1.46212 0.09786 -0.12239
C 0.33333 0.51039 0.69022
H 1.93016 1.98469 -1.34568
H 3.23920 0.69724 -0.85542
H 2.74558 1.98723 0.15373
H 1.24672 -0.15213 -1.06133
H -0.41383 1.09082 0.07227
H -0.31538 -0.36328 0.92457
H 0.84916 1.01999 1.55308
*
```

--- Q ---
Molecular formula: C3H10NS
Method: DFT, the ωB97M-V functional and the def2-TZVPD basis

Properties
* HOMO level: -2.2 eV
* lowest unoccupied orbital energy: 3.9892 eV
* orbital gap: 6.212 eV

The geometry in ORCA input format:
```
! RIJCOSX wB97M-V def2-TZVPD def2/J DEFGRID3
* xyz -1 1
C 2.58732 0.68060 -1.32811
S 1.83658 -0.96191 -1.74754
H 3.62646 0.45589 -1.08049
H 2.23347 1.17196 -0.39887
H 2.40116 1.42468 -2.10275
C -1.03889 0.38019 -0.32923
N -1.28093 0.34311 1.14302
C -1.67361 -1.00115 1.57028
H -0.00300 0.15788 -0.65490
H -1.19611 1.40981 -0.66545
H -1.70573 -0.33792 -0.79802
H -0.37150 0.51473 1.54791
H -0.81881 -1.67842 1.70287
H -2.39191 -1.05178 2.38738
H -2.20450 -1.50765 0.75391
*
```

--- R ---
Molecular formula: C3H10NS
Method: DFT, the ωB97M-V functional and the def2-TZVPD basis

Properties
* HOMO level: -2.5 eV
* lowest unoccupied orbital energy: 4.2876 eV
* orbital gap: 6.761 eV

The geometry in ORCA input format:
```
! RIJCOSX wB97M-V def2-TZVPD def2/J DEFGRID3
* xyz -1 1
C 0.81944 2.62500 -0.61241
S -0.41142 1.40535 -1.25722
H 1.86929 2.35899 -0.87984
H 0.59280 3.61528 -1.14193
H 0.76004 2.80065 0.46367
C 0.45228 -1.13060 1.24115
N 0.16359 -1.46567 -0.15667
C -1.28109 -1.58112 -0.39337
H 0.07847 -0.12219 1.56361
H -0.00904 -1.90415 1.91527
H 1.56977 -1.19874 1.41364
H 0.37994 -0.60937 -0.70929
H -1.70434 -2.54371 0.00551
H -1.43129 -1.54867 -1.48435
H -1.84846 -0.70105 0.03222
*
```

--- S ---
Molecular formula: C3H10NS
Method: DFT, the ωB97M-V functional and the def2-TZVPD basis

Properties
* HOMO level: -2.2 eV
* lowest unoccupied orbital energy: 4.2175 eV
* orbital gap: 6.389 eV

The geometry in ORCA input format:
```
! RIJCOSX wB97M-V def2-TZVPD def2/J DEFGRID3
* xyz -1 1
C -1.36208 0.83791 1.35503
N -1.93478 -0.43923 0.90922
C -1.33858 -0.93967 -0.36687
H -0.30401 0.75780 1.56516
H -1.36327 1.68896 0.64402
H -1.87612 1.18174 2.28811
H -2.92839 -0.32957 0.73407
H -1.63310 -0.37600 -1.21490
H -1.66399 -1.96136 -0.50611
H -0.22434 -1.01988 -0.24531
C 3.01258 0.07791 -1.13852
S 1.58080 0.62466 -0.09774
H 3.83319 0.76165 -0.94204
H 3.45163 -0.84525 -0.79733
H 2.75044 -0.01967 -2.18679
*
```

Stability summary: most stable R, least stable P.

--- P ---
Molecular formula: C2H3BrOS
Method: DFT, the ωB97M-V functional and the def2-TZVPD basis

Properties
* HOMO level: -9.2 eV
* lowest unoccupied orbital energy: -0.7930 eV
* orbital gap: 8.386 eV

The geometry in ORCA input format:
```
! RIJCOSX wB97M-V def2-TZVPD def2/J DEFGRID3
* xyz 0 1
C 1.19233 0.56671 -0.23525
C -1.64606 -1.07005 0.06687
O -2.52547 -0.31190 -0.22078
S 2.12224 1.91592 0.11871
Br 2.13816 -1.02875 0.04426
H -1.84074 -2.00138 0.62296
H -0.60209 -0.87389 -0.20275
H 1.16162 2.80333 -0.19402
*
```

--- Q ---
Molecular formula: C2H3BrOS
Method: DFT, the ωB97M-V functional and the def2-TZVPD basis

Properties
* HOMO level: -9.2 eV
* lowest unoccupied orbital energy: -0.5092 eV
* orbital gap: 8.675 eV

The geometry in ORCA input format:
```
! RIJCOSX wB97M-V def2-TZVPD def2/J DEFGRID3
* xyz 0 1
C -0.35635 0.04949 0.23335
C 0.52731 -0.57214 -0.80265
O -0.68236 1.54111 2.36258
S 0.34578 0.97685 1.42348
Br -2.19999 0.06600 0.06422
H 0.52283 -1.73670 -0.95926
H 0.39265 -0.21735 -1.78691
H 1.45013 -0.10726 -0.53481
*
```

Stability summary: most stable Q, least stable P.

--- P ---
Molecular formula: C5H8N5
Method: DFT, the ωB97M-V functional and the def2-TZVPD basis

Properties
* HOMO level: -13.4 eV
* lowest unoccupied orbital energy: -6.0867 eV
* structure (SMILES): [H]/N=C(N)/C=C\[N+]1=NCN=C1
* orbital gap: 7.347 eV

The geometry in ORCA input format:
```
! RIJCOSX wB97M-V def2-TZVPD def2/J DEFGRID3
* xyz 1 1
H -2.59903 -0.78955 1.86582
N -2.48686 -0.02697 1.19614
C -1.32724 0.43943 1.30544
N -0.23303 -0.05660 2.07453
C -1.08318 1.57004 0.33080
C -0.34597 1.42640 -0.75164
N 0.38990 0.23964 -0.88219
N 0.69723 -0.64956 -0.05812
C 1.44855 -1.65966 -0.75470
N 1.75015 -1.11289 -2.04949
C 1.20167 -0.01724 -2.19036
H -0.43370 -0.44175 2.90878
H 0.53985 0.59729 2.24136
H -1.86150 2.24316 0.28296
H -0.03123 2.06987 -1.60972
H 1.08884 -2.66046 -0.86124
H 2.27056 -1.73607 -0.03305
H 1.01500 0.56492 -3.01531
*
```

--- Q ---
Molecular formula: C5H8N5
Method: DFT, the ωB97M-V functional and the def2-TZVPD basis

Properties
* HOMO level: -13.0 eV
* lowest unoccupied orbital energy: -5.2485 eV
* structure (SMILES): [H]/N=C1C=C/[N+](=C/N=C)NN/1
* orbital gap: 7.749 eV

The geometry in ORCA input format:
```
! RIJCOSX wB97M-V def2-TZVPD def2/J DEFGRID3
* xyz 1 1
H -3.40847 -1.54126 -0.71989
N -3.44786 -0.59891 -0.46537
C -2.26757 -0.30190 -0.10430
C -2.04428 1.19141 0.10919
C -0.80307 1.74176 0.09563
N 0.25533 0.81412 0.02054
C 1.57704 1.09579 -0.42457
N 2.37624 0.08013 -0.53982
C 2.96888 -0.88378 -0.02018
N 0.05625 -0.55090 0.46018
N -1.10807 -1.11242 0.01736
H -2.89800 1.80790 -0.10974
H -0.55556 2.79516 0.05065
H 1.93580 2.16141 -0.62015
H 3.74376 -1.46674 -0.65589
H 3.04137 -1.18069 1.11097
H 0.05550 -0.40627 1.53112
H -1.13796 -2.00200 -0.44944
*
```

Stability summary: most stable P, least stable Q.

--- P ---
Molecular formula: C5H13N2
Method: DFT, the ωB97M-V functional and the def2-TZVPD basis

Properties
* HOMO level (spin up / spin down): -4.2 / -8.9 eV
* lowest unoccupied orbital energy (spin up / spin down): 1.1046 / 1.0134 eV
* orbital gap (spin up / spin down): 5.280 / 9.913 eV

The geometry in ORCA input format:
```
! RIJCOSX wB97M-V def2-TZVPD def2/J DEFGRID3
* xyz 0 2
C -2.23265 -0.09089 -0.70166
C -1.69104 -0.45325 0.79336
C -0.33069 0.10504 1.19745
C 0.93492 -0.87664 0.84884
N 2.08685 -0.21634 0.15836
C 2.20504 0.65868 -0.81218
N 1.21576 0.84671 -1.66898
H -2.11387 0.99317 -0.72808
H -1.64652 -0.58613 -1.47581
H -3.26866 -0.42624 -1.01249
H -2.46967 -0.00088 1.49526
H -1.71716 -1.58619 0.98125
H -0.19140 0.50352 2.21001
H -0.35274 1.14923 0.67201
H 1.32914 -1.18232 1.79843
H 0.50003 -1.74486 0.34678
H 2.90490 -0.59980 0.59845
H 3.22078 1.05205 -1.06880
H 0.40019 0.93456 -1.17774
H 1.21679 1.52058 -2.45443
*
```

--- Q ---
Molecular formula: C5H13N2
Method: DFT, the ωB97M-V functional and the def2-TZVPD basis

Properties
* HOMO level (spin up / spin down): -2.7 / -7.8 eV
* lowest unoccupied orbital energy (spin up / spin down): 0.6865 / 0.5863 eV
* orbital gap (spin up / spin down): 3.421 / 8.351 eV

The geometry in ORCA input format:
```
! RIJCOSX wB97M-V def2-TZVPD def2/J DEFGRID3
* xyz 0 2
C 1.24884 -0.77211 -1.56777
C 0.02100 -0.94735 -0.63526
C 0.45826 -0.74042 0.88053
C -0.00401 0.60652 1.26795
C 0.78783 1.68134 1.64002
N -1.43419 0.90381 0.93771
N -1.27259 -0.38968 -1.13447
H 1.44923 0.27805 -1.71253
H 1.12759 -1.30471 -2.50649
H 2.09535 -1.30093 -1.12732
H -0.27263 -2.01417 -0.73830
H 0.27181 -1.69003 1.38024
H 1.53329 -0.76840 0.85844
H 1.81005 1.52850 1.96072
H 0.49171 2.70921 1.47427
H -2.01074 0.77346 1.78257
H -1.49927 1.91901 0.83519
H -1.48891 0.33760 -0.31963
H -1.24583 0.19587 -1.98510
H -2.06681 -1.00556 -1.29077
*
```

Stability summary: most stable P, least stable Q.